# 1
A molecular structure, C23H32F5Ge2N11OTeV in a non-equilibrium geometry. Source: OMol25; level of theory: ωB97M-V/def2-TZVPD.

CARTESIAN COORDINATES (ANGSTROEM)
1 V -0.22940 1.20824 0.44577
2 N 2.45168 1.02797 2.62286
3 C 2.63791 0.73437 1.30135
4 N 3.70805 0.20405 0.77000
5 N 3.38501 0.03441 -0.53425
6 N 2.20887 0.43403 -0.79750
7 N 1.67859 0.93776 0.37594
8 C 1.19160 1.20957 3.11224
9 N 0.83896 1.25588 4.36733
10 N -0.51047 1.43558 4.33306
11 N -0.96661 1.50200 3.15769
12 N 0.12606 1.36334 2.29653
13 H 3.18569 0.78231 3.27106
14 C 1.28704 3.69081 -0.56729
15 C 1.41721 5.20752 -0.85496
16 N 0.25275 5.92945 -0.36481
17 C -0.92210 5.45059 -1.07495
18 C -1.10036 3.92684 -0.87224
19 N -0.04662 3.39697 0.05230
20 C -0.14064 4.16407 1.33448
21 C 0.08051 5.67571 1.05689
22 H 2.05236 3.36629 0.13521
23 H 1.37191 3.08390 -1.46897
24 H 1.51053 5.38983 -1.92535
25 H 2.30901 5.60454 -0.36979
26 H -0.80842 5.68187 -2.13384
27 H -1.79505 5.98996 -0.70760
28 H -1.01153 3.38086 -1.80543
29 H -2.06480 3.69682 -0.43061
30 H 0.62054 3.78349 2.01269
31 H -1.11933 3.95776 1.76852
32 H 0.96925 6.02620 1.58211
33 H -0.77024 6.25411 1.41599
34 C 2.28139 -1.86932 -3.05872
35 Ge 0.58330 -2.72018 -2.69319
36 C 0.66879 -4.63628 -2.28566
37 C -0.73310 -2.38598 -4.08153
38 Ge -0.27031 -2.26282 -0.42390
39 C 0.99533 -2.56393 1.01437
40 C 2.29642 -2.99011 0.75315
41 C 3.22852 -3.09821 1.77607
42 C 2.87208 -2.76808 3.07450
43 C 1.58364 -2.32476 3.35136
44 C 0.65514 -2.21787 2.32836
45 C -1.97792 -3.06927 -0.01420
46 C -3.04782 -2.93597 -0.91029
47 C -4.32409 -3.36680 -0.58106
48 C -4.54388 -3.96819 0.65083
49 C -3.48330 -4.16628 1.52419
50 C -2.21103 -3.71545 1.19983
51 H 2.64921 -2.25280 -4.01220
52 H 3.02844 -2.05903 -2.29176
53 H 2.14527 -0.79317 -3.14404
54 H 0.96743 -5.16673 -3.19133
55 H -0.31129 -5.01028 -1.98649
56 H 1.38605 -4.87205 -1.50085
57 H -0.39949 -2.90953 -4.97912
58 H -0.81401 -1.32640 -4.31373
59 H -1.71744 -2.76863 -3.81936
60 H 2.60410 -3.23402 -0.25695
61 H 4.23520 -3.42566 1.55449
62 H 3.59823 -2.85214 3.87251
63 H 1.30250 -2.06116 4.36328
64 H -0.34094 -1.85658 2.56323
65 H -2.87385 -2.56778 -1.92027
66 H -5.13596 -3.24341 -1.28531
67 H -5.53824 -4.29519 0.92302
68 H -3.64775 -4.66900 2.46784
69 H -1.40080 -3.88195 1.89863
70 F -2.83693 -0.27512 -3.10255
71 Te -2.66687 0.22893 -1.30972
72 F -4.51013 0.27628 -1.04141
73 F -2.07868 1.60367 0.46873
74 F -0.53303 1.14931 -1.47958
75 F -2.91941 1.92927 -1.97386
76 O -0.56272 -0.39443 0.36828

Results
Kohn-Sham gap: 5.0 eV
Maximum force: 1.8 eV Å⁻¹
Highest occupied orbital energy: -11.37 eV
M: 897.3 g mol⁻¹
LUMO energy: -6.34 eV
Total charge: +1
Calculated total energy: -7438.16523 Eh

=====

# 2
A molecular structure, C26H43CdFO2SSb2Si. Source: OMol25; level of theory: ωB97M-V/def2-TZVPD.

CARTESIAN COORDINATES (ANGSTROEM)
1 Cd -1.29727 0.77592 -1.24493
2 C 4.00532 -0.46250 -1.23285
3 Sb 2.22544 0.77534 -1.07748
4 C 3.08172 2.26069 -2.36748
5 C 2.84631 1.75278 0.76580
6 C 2.97542 0.81596 1.93161
7 C 4.16151 0.08922 2.08543
8 C 4.33844 -0.83078 3.10608
9 C 3.31765 -1.03360 4.02544
10 C 2.15152 -0.29352 3.91413
11 C 1.95594 0.63588 2.88723
12 C 0.66683 1.41148 2.86038
13 Sb -0.87274 0.46035 1.68260
14 C -1.30314 -1.07760 3.11968
15 C -2.41808 1.80080 2.32755
16 H 4.89867 0.16861 -1.28408
17 H 3.94641 -1.06671 -2.14305
18 H 4.08907 -1.13089 -0.37190
19 H 4.04642 2.57270 -1.96452
20 H 2.42330 3.12320 -2.45708
21 H 3.22993 1.81808 -3.35431
22 H 2.11236 2.54355 0.91200
23 H 3.80894 2.20233 0.51844
24 H 4.96624 0.26082 1.37798
25 H 5.27251 -1.37321 3.19257
26 H 3.43742 -1.74327 4.83553
27 H 1.36588 -0.41916 4.65412
28 H 0.77632 2.41918 2.45963
29 H 0.23273 1.47487 3.85886
30 H -1.55735 -0.61786 4.07784
31 H -0.43058 -1.72299 3.24732
32 H -2.14261 -1.68064 2.76624
33 H -2.32951 1.96616 3.40160
34 H -3.40120 1.38514 2.10289
35 H -2.30281 2.74569 1.79446
36 C 0.55685 5.28030 -1.39212
37 Si -0.56896 3.80669 -1.60870
38 C -0.54504 3.29899 -3.42348
39 C -2.32466 4.35706 -1.25253
40 O -0.15456 2.53315 -0.67773
41 H 0.28708 6.07264 -2.10120
42 H 1.60905 5.02382 -1.55511
43 H 0.46736 5.68988 -0.37859
44 H -0.87838 4.10635 -4.08545
45 H -1.21949 2.45260 -3.59447
46 H 0.45722 2.99182 -3.74567
47 H -2.64326 5.16106 -1.92743
48 H -2.42422 4.72267 -0.22299
49 H -3.01906 3.51957 -1.38023
50 F -4.68482 -4.97534 -0.69163
51 C -4.39068 -3.67375 -0.93366
52 C -4.06380 -3.28791 -2.21555
53 C -3.73592 -1.95922 -2.45126
54 C -3.75376 -1.00132 -1.43374
55 C -3.40422 0.42916 -1.69691
56 C -4.10718 -1.44182 -0.15527
57 C -4.41678 -2.77284 0.10754
58 H -4.06735 -4.02050 -3.01462
59 H -3.46829 -1.65183 -3.45733
60 H -3.95107 1.09238 -1.02987
61 H -3.62490 0.71443 -2.72331
62 H -4.14863 -0.71942 0.65613
63 H -4.69360 -3.10780 1.09964
64 O -0.53091 -1.48223 -1.26720
65 S 0.42008 -2.60909 -1.56990
66 C -0.44239 -4.14374 -1.15476
67 C 0.56944 -4.99652 -0.40297
68 C 1.20016 -4.05229 0.62264
69 C 1.55120 -2.76856 -0.13666
70 H -0.83306 -4.58972 -2.06858
71 H -1.27260 -3.82120 -0.52190
72 H 1.33609 -5.36918 -1.08908
73 H 0.09438 -5.86259 0.05851
74 H 2.08330 -4.48712 1.08967
75 H 0.47893 -3.83305 1.41245
76 H 2.56797 -2.77734 -0.53460
77 H 1.41147 -1.85415 0.44018

Results
Kohn-Sham gap: 7.9 eV
Maximum force: 0.5 eV Å⁻¹
Highest occupied orbital energy: -7.58 eV
M: 822.7 g mol⁻¹
LUMO energy: 0.29 eV
Calculated total energy: -2602.77594 Eh

=====

# 3
2 unconnected molecules or ions with the total composition C6H17NO in a non-equilibrium geometry. Source: OMol25; level of theory: ωB97M-V/def2-TZVPD.

CARTESIAN COORDINATES (ANGSTROEM)
1 C 0.02819 -1.27526 -1.35012
2 C 0.63747 0.11612 -1.24069
3 C 0.34382 0.82798 0.15406
4 C 1.27411 0.29000 1.25827
5 C -1.09521 0.89612 0.56463
6 C -2.03692 1.70942 -0.33287
7 N 2.08484 0.13782 -1.37776
8 H 0.67759 -2.05584 -0.97694
9 H -0.92233 -1.34487 -0.78840
10 H -0.30079 -1.69891 -2.32145
11 H 0.08044 0.70060 -2.02810
12 H 0.88274 1.74130 -0.14264
13 H 0.68689 0.02260 2.11816
14 H 1.76294 -0.69385 1.05201
15 H 2.01803 1.04146 1.45174
16 H -1.36313 -0.16110 0.65801
17 H -1.20114 1.17763 1.59275
18 H -1.49104 2.64332 -0.62778
19 H -3.02154 1.92456 0.08899
20 H -2.12552 1.08960 -1.24677
21 H 2.54730 -0.59368 -0.86079
22 H 2.46369 0.21530 -2.32027
23 H -1.11526 -1.95523 1.65648
24 H -0.14505 -2.12711 2.83500
25 O -0.67012 -2.62799 2.18448

Results
Kohn-Sham gap: 10.0 eV
Maximum force: 2.7 eV Å⁻¹
Highest occupied orbital energy: -9.09 eV
M: 119.2 g mol⁻¹
LUMO energy: 0.90 eV
Calculated total energy: -368.76199 Eh

=====

# 4
A gas-phase ion, C5H13NS (charge +1) in a non-equilibrium geometry. Source: OMol25; level of theory: ωB97M-V/def2-TZVPD.

CARTESIAN COORDINATES (ANGSTROEM)
1 C -0.16832 1.04762 0.81101
2 C -1.52322 0.74293 0.21755
3 C -2.05498 -0.70596 0.49690
4 S -2.30545 -1.07414 2.24558
5 C 0.95370 0.12590 0.30250
6 N 1.14180 0.29824 -1.14107
7 C 2.29585 -0.18819 -1.77509
8 H 0.12741 2.05289 0.50438
9 H -0.24406 0.92026 1.89342
10 H -2.31244 1.32516 0.68621
11 H -1.47350 0.84083 -0.86793
12 H -1.38815 -1.41482 -0.02378
13 H -2.98476 -0.87955 -0.03371
14 H -1.12738 -1.50355 2.59667
15 H 0.87213 -0.91122 0.66820
16 H 1.91455 0.42169 0.74491
17 H 0.24190 0.00899 -1.53987
18 H 2.62023 0.34174 -2.67619
19 H 3.14338 -0.18212 -1.08838
20 H 2.27131 -1.26671 -2.02131

Results
Spin multiplicity: 2
Kohn-Sham gap (spin up / spin down): 9.3 / 4.1 eV
Maximum force: 3.9 eV Å⁻¹
Highest occupied orbital energy (spin up / spin down): -12.51 / -12.46 eV
M: 119.2 g mol⁻¹
LUMO energy (spin up / spin down): -3.22 / -8.38 eV
⟨S²⟩: 0.7545
Total charge: +1
Calculated total energy: -650.90028 Eh